# 1
The following is a quantum chemistry calculation of a 2-piece molecular cluster, H4O2 overall in a non-equilibrium geometry, from OMol25.

The geometry in XYZ format:
```
6
H4O2, DFT the ωB97M-V functional and the def2-TZVPD basis
H -1.07575 -0.46461 1.74259
H 0.19789 0.29790 1.34103
H -0.17638 -0.39098 -1.33403
H 0.96937 0.13554 -2.29125
O -0.63680 0.41469 1.86019
O 0.72167 0.00746 -1.31853
```

As for the HOMO energy: -11.3557 eV. Its largest force on an atom is 2.2 eV/A. Its multiplicity is 1. Its HOMO-LUMO gap is 11.99 eV. The calculation puts the energy above the lowest of the compared OMol25 structures with the same formula, charge and spin at 0.247 eV.

The Mulliken scheme yields these atomic charges, measured in e: number 1, H, carries 0.314; number 2, H, carries 0.333; number 3, H, carries 0.322; number 4, H, carries 0.316; number 5, O, carries -0.652; number 6, O, carries -0.635

# 2
The following is a quantum chemistry calculation of one molecule with the formula C4H4Cl4 in a non-equilibrium geometry, from OMol25.

The geometry in XYZ format:
```
12
C4H4Cl4, DFT the ωB97M-V functional and the def2-TZVPD basis
C -0.39359 -0.58670 -0.06350
C 0.54976 0.53086 0.03368
C 2.01332 0.30657 0.00818
C -1.85159 -0.44058 0.00056
Cl -0.00492 2.13404 0.04447
Cl -2.50746 0.32129 -1.49026
Cl -2.38183 0.56374 1.39002
Cl -2.61121 -2.03281 0.18395
H 0.02533 -1.57265 -0.09803
H 2.41748 0.57431 -0.96834
H 2.50417 0.93652 0.74823
H 2.24056 -0.73458 0.21102
```

As for the HOMO energy: -9.3918 eV. Its largest force on an atom is 6.0 eV/A. Its multiplicity is 1. Its HOMO-LUMO gap is 9.49 eV. The calculation puts the energy above the lowest of the compared OMol25 structures with the same formula, charge and spin at 0.419 eV.

Atomic partial charges in e from the Mulliken method, atoms 1 to 8: number 1, C, carries -0.731; number 2, C, carries 0.760; number 3, C, carries -1.140; number 4, C, carries 0.381; number 5, Cl, carries -0.133; number 6, Cl, carries -0.114; number 7, Cl, carries -0.121; number 8, Cl, carries -0.155

# 3
The following is a quantum chemistry calculation of a 20-piece molecular cluster, C40H80Cl40 overall in a non-equilibrium geometry, from OMol25.

The geometry in XYZ format:
```
160
C40H80Cl40, DFT the ωB97M-V functional and the def2-TZVPD basis
Cl -6.58996 -0.20914 -0.72859
C -5.84647 0.77674 0.56364
C -4.33802 0.82563 0.34972
Cl -3.61438 -0.63141 1.00213
H -6.04063 0.27235 1.51020
H -6.38219 1.71714 0.69306
H -3.95006 1.69299 0.88385
H -3.98083 0.97386 -0.66937
Cl 0.45297 3.37875 3.61774
C 1.83934 4.44644 3.95237
C 2.76279 4.73278 2.66284
Cl 1.82523 5.25070 1.25592
H 2.40869 4.05218 4.79409
H 1.40813 5.41434 4.20797
H 3.26891 3.81474 2.36428
H 3.57113 5.41964 2.91372
Cl 4.88545 5.92464 -1.99050
C 3.13078 6.17878 -2.32854
C 2.88215 6.21165 -3.80155
Cl 3.45140 7.77238 -4.45105
H 2.92240 7.19282 -1.98739
H 2.52631 5.48094 -1.74910
H 1.81009 6.14563 -3.98711
H 3.40289 5.38920 -4.29193
Cl 5.28674 -3.22156 -1.43358
C 7.06239 -3.54989 -1.25613
C 7.50378 -4.68591 -2.20465
Cl 6.87911 -6.33205 -1.88071
H 7.28640 -3.78171 -0.21489
H 7.58401 -2.63758 -1.54545
H 8.59183 -4.75089 -2.19909
H 7.22386 -4.35393 -3.20442
Cl -3.58152 6.82960 1.31762
C -3.52598 5.21359 2.12561
C -2.36712 5.18220 3.12161
Cl -2.61477 6.31508 4.49908
H -3.27192 4.44240 1.39842
H -4.48120 4.96111 2.58596
H -1.40246 5.39191 2.65949
H -2.34453 4.19291 3.57866
Cl 3.25675 0.85156 -3.35771
C 4.34388 0.94237 -4.72787
C 5.61448 0.11792 -4.54414
Cl 6.72663 0.78668 -3.35685
H 4.57395 1.99863 -4.86741
H 3.71444 0.64461 -5.56646
H 6.12643 0.01777 -5.50121
H 5.41657 -0.90457 -4.22252
Cl -5.21123 4.02297 -0.38420
C -6.50818 4.01684 -1.62677
C -5.93182 4.04560 -3.02739
Cl -5.00756 2.63547 -3.35741
H -7.13212 4.88991 -1.43566
H -7.17673 3.17095 -1.46671
H -5.25200 4.89630 -3.07472
H -6.70658 4.22558 -3.77268
Cl -1.89435 -5.66396 -3.33048
C -1.86744 -6.90750 -2.01340
C -2.87169 -6.55627 -0.88555
Cl -2.45308 -5.06141 0.09084
H -0.86351 -6.95237 -1.59124
H -2.17608 -7.84512 -2.47568
H -2.92751 -7.42373 -0.22791
H -3.86921 -6.39936 -1.29595
Cl -2.01808 0.68409 -5.10202
C -1.35016 1.89124 -3.91971
C 0.09644 1.67860 -3.79248
Cl 0.63488 2.98877 -2.73401
H -1.90654 1.87321 -2.98259
H -1.57574 2.86766 -4.34843
H 0.72377 1.54982 -4.67450
H 0.31637 0.75584 -3.25559
Cl -1.98142 -0.68279 -2.05800
C -2.90757 -2.21151 -2.27760
C -3.80605 -2.05797 -3.53752
Cl -4.74195 -3.52466 -3.70425
H -3.44135 -2.32742 -1.33433
H -2.26066 -3.07234 -2.44662
H -3.12824 -1.86428 -4.36887
H -4.50304 -1.22119 -3.49177
Cl 1.79961 -1.01116 1.12818
C 0.28148 -0.05908 1.13664
C 0.42918 1.08726 0.07513
Cl -1.03049 2.00498 0.04723
H 0.04931 0.22810 2.16217
H -0.60723 -0.62443 0.85614
H 0.57798 0.70588 -0.93507
H 1.24173 1.74088 0.39236
Cl -7.84758 -3.97610 2.38984
C -6.34357 -3.04587 1.95509
C -5.14630 -3.93011 2.12167
Cl -5.00361 -4.61656 3.75902
H -6.53036 -2.08278 2.43014
H -6.52952 -2.79564 0.91062
H -4.24295 -3.45750 1.73609
H -5.24166 -4.76988 1.43334
Cl 4.73365 0.55310 1.23169
C 5.58209 1.15278 -0.22172
C 5.05977 2.48178 -0.63367
Cl 5.59892 3.74884 0.56933
H 5.34240 0.40592 -0.97859
H 6.61946 1.21146 0.10773
H 3.97343 2.45152 -0.71775
H 5.40874 2.86606 -1.59214
Cl -0.22986 -2.19762 -4.74943
C 0.72340 -3.20643 -3.63260
C 2.07888 -2.53709 -3.24066
Cl 3.02195 -2.42389 -4.68504
H 0.82758 -4.20999 -4.04504
H 0.05996 -3.42700 -2.79636
H 2.60203 -3.11655 -2.47997
H 1.87313 -1.50276 -2.96516
Cl -5.68317 -1.04986 4.85807
C -4.50306 -0.14257 5.85268
C -3.75138 0.79872 4.95023
Cl -4.81006 1.88612 3.95298
H -3.82247 -0.83280 6.35114
H -4.87048 0.37041 6.74148
H -3.24880 0.18289 4.20440
H -2.94856 1.35104 5.43861
Cl 6.06990 -4.11093 2.70039
C 4.74388 -2.92124 2.52384
C 4.77285 -1.86157 3.59990
Cl 4.52505 -2.58372 5.18996
H 3.76016 -3.38711 2.58162
H 4.96705 -2.49388 1.54626
H 3.99216 -1.11655 3.44640
H 5.72276 -1.32697 3.60142
Cl -0.87861 6.61705 -4.94876
C -1.97960 7.07798 -3.59623
C -1.93358 6.17925 -2.35258
Cl -0.26481 6.29905 -1.73841
H -2.95716 7.09757 -4.07798
H -1.65702 8.10589 -3.43060
H -2.21562 5.20174 -2.74376
H -2.58471 6.45619 -1.52346
Cl -1.35800 -6.16951 3.44262
C -1.35693 -4.60969 4.27815
C -1.01174 -3.55026 3.26420
Cl -0.56724 -2.04871 4.03870
H -0.57661 -4.70318 5.03343
H -2.30491 -4.48579 4.80167
H -1.89016 -3.38487 2.64041
H -0.28461 -3.91657 2.53948
Cl 1.80262 -5.30280 -0.25521
C 2.85349 -6.65282 -0.64594
C 3.13907 -6.77850 -2.09668
Cl 1.57377 -7.01465 -2.94197
H 2.35400 -7.52817 -0.23077
H 3.73835 -6.58643 -0.01293
H 3.81596 -7.61398 -2.27531
H 3.54966 -5.78347 -2.26826
Cl 2.26955 0.83811 5.05932
C 1.89839 -0.38246 6.39574
C 1.02555 0.31500 7.48155
Cl -0.64633 0.46902 6.79921
H 2.84658 -0.66884 6.85072
H 1.50212 -1.32873 6.02745
H 1.43289 1.31224 7.64787
H 0.90882 -0.18474 8.44318
```

As for the HOMO energy: -10.2318 eV. Its largest force on an atom is 2.5 eV/A. Its multiplicity is 1. Its HOMO-LUMO gap is 10.45 eV. The calculation puts the energy above the lowest of the compared OMol25 structures with the same formula, charge and spin at 0.194 eV.

Atomic partial charges in e from the Mulliken method, atoms 1 to 8: number 1, Cl, carries -0.221; number 2, C, carries -0.206; number 3, C, carries 0.294; number 4, Cl, carries 0.255; number 5, H, carries 0.109; number 6, H, carries 0.340; number 7, H, carries -0.419; number 8, H, carries 0.003